No. 1
Density functional theory data (wB97M-V/def2-TZVPD) for a molecular structure, C17H42CaCrF9O22S3 in a non-equilibrium geometry.

Cartesian coordinates (Å):
Ca 0.43 0.93 2.68
Cr 3.39 -2.16 -0.72
C -0.94 -0.90 -1.21
F -1.16 -1.64 -0.12
F -0.74 -1.67 -2.27
F -2.01 -0.17 -1.46
S 0.59 0.19 -0.78
O 0.73 1.07 -1.93
O 0.29 0.91 0.48
O 1.65 -0.78 -0.57
C 4.67 1.82 1.29
F 3.82 2.31 0.40
F 5.86 1.62 0.82
F 4.77 2.73 2.29
S 3.94 0.12 1.85
O 4.67 -0.30 3.05
O 2.52 0.33 2.13
O 4.08 -0.79 0.71
C 0.49 -4.23 2.55
F -0.26 -4.42 1.48
F -0.24 -4.07 3.65
F 1.22 -5.34 2.73
S 1.65 -2.66 2.27
O 2.26 -2.92 0.96
O 0.67 -1.57 2.14
O 2.60 -2.55 3.37
C -2.48 3.36 -1.03
C -1.26 4.28 -1.16
O -0.07 3.62 -0.78
O -3.57 3.92 -1.74
H -2.70 3.22 0.03
H -2.20 2.37 -1.40
H -1.35 5.25 -0.65
H -1.19 4.61 -2.20
H 0.27 3.03 -1.47
H -4.41 3.71 -1.32
C 1.93 -4.02 -2.37
C 2.56 -3.08 -3.38
O 2.87 -1.80 -2.75
O 2.93 -4.24 -1.40
H 1.54 -4.96 -2.76
H 1.02 -3.57 -1.95
H 1.90 -2.98 -4.24
H 3.47 -3.52 -3.79
H 2.91 -1.17 -3.49
H 2.75 -5.03 -0.88
C 0.87 4.13 2.36
C 1.33 3.76 3.78
O 1.79 2.43 3.83
O -0.05 3.13 1.86
H 1.81 3.94 1.83
H 0.47 5.13 2.20
H 0.55 3.80 4.55
H 2.10 4.47 4.10
H 2.46 2.37 4.52
H 0.01 3.27 0.88
C 4.01 1.76 -3.15
C 3.54 3.20 -3.23
O 3.35 3.66 -4.58
O 2.95 0.85 -3.53
H 4.08 1.38 -2.12
H 4.93 1.53 -3.68
H 4.29 3.91 -2.87
H 2.62 3.16 -2.64
H 2.59 3.18 -4.94
H 2.15 1.01 -3.00
C -2.18 0.48 4.54
C -2.61 0.69 3.08
O -1.69 -0.09 2.34
O -1.16 1.47 4.83
H -1.65 -0.45 4.77
H -3.08 0.62 5.15
H -2.55 1.70 2.68
H -3.64 0.32 3.01
H -2.12 -0.88 1.98
H -1.32 1.61 5.77
C -5.22 -3.01 2.07
C -3.91 -3.07 2.83
O -2.85 -2.85 1.89
O -5.29 -4.12 1.14
H -5.28 -2.02 1.62
H -6.10 -3.10 2.71
H -3.70 -4.02 3.32
H -4.00 -2.22 3.51
H -2.92 -3.59 1.27
H -6.14 -4.01 0.69
C -2.77 -2.35 -4.82
C -3.17 -0.95 -4.38
O -3.76 -0.28 -5.52
H -3.64 -3.00 -4.95
H -2.23 -2.81 -3.99
H -2.26 -2.39 -5.78
H -2.42 -0.22 -4.07
H -4.03 -0.99 -3.71
H -4.06 0.58 -5.22

largest force on an atom = 3.4 eV/A
E_HOMO (spin up / spin down) = -11.82 / -11.82 eV
spin multiplicity = 5
molar mass = 957.76 g mol⁻¹
DFT total energy = -167175.3689 eV
HOMO-LUMO gap (spin up / spin down) = 8.88 / 9.35 eV
charge = +1

No. 2
Density functional theory data (wB97M-V/def2-TZVPD) for 7 unconnected molecules or ions with the total composition C29H28F32O13 in a non-equilibrium geometry.

Cartesian coordinates (Å):
F 1.18 -3.19 0.83
C 2.43 -2.76 0.50
F 3.31 -3.80 0.71
C 2.53 -2.50 -1.02
F 3.74 -1.91 -1.27
F 1.53 -1.70 -1.37
C 2.56 -3.80 -1.82
O 1.39 -4.60 -1.84
C 0.71 -4.49 -3.04
F 0.40 -3.21 -3.29
F 1.38 -4.86 -4.13
C -0.54 -5.33 -2.83
F -1.41 -5.22 -3.83
F -0.04 -6.66 -2.77
H 2.66 -1.88 1.16
H 3.26 -4.48 -1.34
H 2.87 -3.47 -2.82
H -1.05 -5.24 -1.83
F -1.11 -1.08 -0.89
C -2.44 -0.94 -0.93
F -2.67 0.36 -0.85
C -2.98 -1.52 -2.27
F -2.56 -2.81 -2.33
F -2.43 -0.84 -3.24
C -4.46 -1.38 -2.51
O -5.04 -1.83 -1.26
C -6.40 -2.11 -1.21
F -7.17 -1.07 -1.60
F -6.72 -3.15 -2.04
C -6.66 -2.43 0.24
F -7.98 -2.65 0.26
F -5.89 -3.45 0.63
H -2.87 -1.46 -0.10
H -4.69 -2.04 -3.32
H -4.72 -0.30 -2.61
H -6.34 -1.61 0.84
F -4.16 -5.79 1.56
C -3.81 -4.69 2.36
F -3.83 -5.19 3.65
C -2.39 -4.20 2.10
F -2.37 -4.00 0.72
F -1.42 -5.12 2.34
C -1.94 -2.98 2.86
O -2.73 -1.88 2.48
C -3.34 -1.08 3.39
F -4.48 -1.67 3.90
F -2.50 -0.83 4.44
C -3.80 0.20 2.83
F -2.76 1.03 2.49
F -4.50 -0.08 1.72
H -4.62 -3.93 2.35
H -0.94 -2.84 2.47
H -1.91 -3.12 3.97
H -4.50 0.63 3.55
F 3.13 4.55 2.39
C 2.50 5.12 1.36
F 1.75 6.21 1.72
C 3.62 5.46 0.35
F 4.30 4.36 0.06
F 4.47 6.28 0.96
C 3.09 6.27 -0.81
O 1.93 5.59 -1.33
C 1.93 5.39 -2.67
F 2.15 6.53 -3.37
F 2.93 4.58 -3.05
C 0.56 4.86 -3.09
F 0.61 4.49 -4.34
F 0.13 3.83 -2.37
H 1.84 4.43 0.83
H 3.91 6.32 -1.50
H 2.77 7.23 -0.56
H -0.14 5.69 -2.87
O 3.36 0.15 1.37
C 2.23 0.48 1.36
O 1.64 1.57 0.80
C 0.23 1.47 0.90
C 0.11 0.42 2.04
O 1.32 -0.33 1.90
H -0.19 2.42 1.20
H -0.11 1.20 -0.14
H -0.79 -0.19 1.88
H 0.04 0.82 3.01
O 4.44 2.98 -5.56
C 3.86 2.30 -4.79
O 2.63 1.76 -4.96
C 2.39 0.90 -3.88
C 3.36 1.40 -2.73
O 4.38 2.05 -3.56
H 1.36 0.78 -3.51
H 2.79 -0.11 -4.11
H 3.87 0.63 -2.15
H 2.94 2.17 -2.10
O 0.43 2.64 4.43
C 1.58 2.52 4.56
O 2.35 3.12 5.45
C 3.74 2.99 5.12
C 3.74 1.97 3.96
O 2.35 1.87 3.65
H 4.15 3.90 4.75
H 4.23 2.68 6.02
H 4.02 0.97 4.34
H 4.27 2.23 3.04

largest force on an atom = 3.3 eV/A
E_HOMO = -10.76 eV
SMILES = FC(F)C(F)(F)COC(F)(F)C(F)F.FC(F)C(F)(F)COC(F)(F)C(F)F.FC(F)C(F)(F)COC(F)(F)C(F)F.FC(F)C(F)(F)COC(F)(F)C(F)F.O=C1OCCO1.O=C1OCCO1.O=C1OCCO1
molar mass = 1192.47 g mol⁻¹
DFT total energy = -144104.2685 eV
HOMO-LUMO gap = 11.02 eV
charge = 0
energy relative to the best compared isomer or geometry (same formula, charge and spin) = 0.158 eV

No. 3
Density functional theory data (wB97M-V/def2-TZVPD) for C3H5NOS3 in the gas phase in a non-equilibrium geometry.

Cartesian coordinates (Å):
C -2.39 1.69 0.97
S -1.14 1.25 -0.20
C -0.76 -0.50 0.11
S -1.10 -1.29 1.53
N 0.15 -1.09 -0.65
S 1.27 -0.17 -1.63
C 2.65 0.08 -0.57
O 2.72 -0.08 0.57
H -2.16 1.27 1.97
H -3.39 1.16 0.41
H -2.39 2.86 1.02
H 0.47 -2.02 -0.46
H 3.33 0.72 -1.25

largest force on an atom = 4.8 eV/A
E_HOMO = -8.58 eV
SMILES = CSC(=S)NSC=O
molar mass = 167.28 g mol⁻¹
DFT total energy = -39233.4310 eV
HOMO-LUMO gap = 8.79 eV
charge = 0
energy relative to the best compared isomer or geometry (same formula, charge and spin) = 1.819 eV

No. 4
Density functional theory data (wB97M-V/def2-TZVPD) for 2 unconnected molecules or ions with the total composition C8H10 in a non-equilibrium geometry.

Cartesian coordinates (Å):
C -1.80 -0.14 -0.66
C -1.42 -1.13 0.14
C -0.48 -0.84 1.08
C 0.13 0.36 1.32
C -0.26 1.34 0.41
C -1.31 1.09 -0.53
H -2.37 -0.41 -1.56
H -1.97 -2.05 -0.20
H -0.39 -1.58 1.84
H 0.73 0.64 2.39
H 0.16 2.37 0.31
H -1.74 2.13 -0.95
C 1.57 -0.89 -0.74
C 1.99 0.31 -0.40
H 0.67 -1.15 -1.31
H 2.13 -1.77 -0.49
H 1.36 1.23 -0.63
H 3.00 0.51 -0.03

largest force on an atom = 5.7 eV/A
E_HOMO = -8.49 eV
SMILES = c1ccccc1.C=C
molar mass = 106.17 g mol⁻¹
DFT total energy = -8454.0404 eV
HOMO-LUMO gap = 9.53 eV
charge = 0
energy relative to the best compared isomer or geometry (same formula, charge and spin) = 4.229 eV

No. 5
Density functional theory data (wB97M-V/def2-TZVPD) for a molecular structure, C24H30F3N12OS2Zr.

Cartesian coordinates (Å):
Zr 0.02 0.23 -0.29
C 1.82 1.62 3.85
C 0.93 1.35 2.67
N 1.36 1.28 1.46
N 2.70 1.55 1.24
C 3.07 2.03 0.02
N 4.32 2.46 -0.08
S 2.00 2.03 -1.27
C -0.52 1.15 2.85
C -1.14 1.51 4.03
C -2.52 1.35 4.15
C -3.20 0.81 3.09
C -2.51 0.47 1.93
N -1.20 0.66 1.78
H 2.03 2.69 3.94
H 2.76 1.07 3.78
H 1.36 1.28 4.77
H 3.27 1.72 2.05
H 4.95 2.53 0.71
H 4.64 2.83 -0.96
H -0.57 1.91 4.85
H -3.03 1.64 5.06
H -4.27 0.64 3.13
H -3.03 0.04 1.09
C 1.99 -1.48 -5.42
N 0.98 -0.83 -4.57
C -0.11 -0.10 -5.22
C 1.07 -0.84 -3.24
N 0.31 -0.11 -2.45
N 1.99 -1.72 -2.70
C 2.42 -1.79 -1.40
N 3.37 -2.71 -1.18
N 1.94 -1.03 -0.46
H 1.90 -1.06 -6.42
H 1.81 -2.56 -5.50
H 3.00 -1.28 -5.07
H -0.23 -0.49 -6.23
H 0.11 0.97 -5.29
H -1.05 -0.27 -4.69
H -0.30 0.49 -3.00
H 2.40 -2.38 -3.34
H 3.79 -3.24 -1.92
H 3.73 -2.86 -0.25
H 2.41 -1.22 0.42
F -5.22 1.36 -1.53
C -4.51 2.12 -2.37
F -4.24 1.39 -3.47
F -5.26 3.16 -2.74
C -3.22 2.60 -1.72
C -2.98 3.95 -1.56
C -1.79 4.39 -0.97
C -0.88 3.45 -0.57
N -1.12 2.12 -0.73
C -2.27 1.69 -1.27
S -2.39 -0.06 -1.29
H -3.72 4.66 -1.90
H -1.59 5.44 -0.83
H 0.07 3.72 -0.14
N 0.36 -4.07 4.79
C 0.61 -3.12 3.89
O 1.39 -2.19 4.07
C -0.13 -3.17 2.57
C -0.91 -4.19 2.04
C -1.49 -4.03 0.79
C -1.28 -2.86 0.09
N -0.52 -1.87 0.59
C 0.03 -2.04 1.79
H 0.85 -4.05 5.66
H -0.33 -4.79 4.65
H -1.07 -5.12 2.58
H -2.10 -4.80 0.35
H -1.73 -2.70 -0.88
H 0.68 -1.27 2.19

largest force on an atom = 0.5 eV/A
E_HOMO = -15.96 eV
molar mass = 714.94 g mol⁻¹
DFT total energy = -76391.2614 eV
HOMO-LUMO gap = 6.92 eV
charge = +3
energy relative to the best compared isomer or geometry (same formula, charge and spin) = 0.548 eV

No. 6
Density functional theory data (wB97M-V/def2-TZVPD) for 2 unconnected molecules or ions with the total composition C55H68N3 in a non-equilibrium geometry.

Cartesian coordinates (Å):
C 3.81 -5.58 1.44
C 4.10 -4.14 1.58
N 5.28 -3.69 2.06
C 6.37 -4.52 2.54
C 5.33 -2.29 2.03
C 4.12 -1.85 1.48
C 3.94 -0.49 1.23
C 4.94 0.40 1.62
C 6.10 -0.05 2.26
C 6.32 -1.42 2.48
C 3.28 -3.01 1.25
C 1.92 -3.02 0.83
C 0.84 -3.11 1.78
C 0.75 -2.24 2.89
C -0.43 -2.17 3.64
C -1.45 -3.12 3.45
C -1.28 -4.12 2.50
C -0.18 -4.10 1.65
H 2.83 -5.67 0.97
H 4.55 -6.07 0.80
H 3.78 -6.11 2.41
H 7.14 -3.85 2.91
H 6.03 -5.18 3.35
H 6.78 -5.14 1.73
H 3.02 -0.20 0.73
H 4.82 1.47 1.43
H 6.84 0.68 2.58
H 7.20 -1.80 2.99
H 1.77 -3.33 -0.21
H 1.60 -1.59 3.11
H -0.55 -1.39 4.39
H -2.35 -3.09 4.07
H -2.02 -4.92 2.40
H -0.04 -4.87 0.88
C -0.91 -2.49 -0.91
C -1.29 -2.52 -2.37
C -1.10 -3.97 -2.83
C -2.77 -2.19 -2.55
C -0.34 -1.53 -3.11
C 0.81 -2.09 -3.69
C 1.53 -1.39 -4.65
C 1.14 -0.11 -5.00
C 0.12 0.55 -4.32
C -0.27 1.96 -4.88
C -0.36 3.00 -3.77
C -1.57 1.83 -5.68
C 0.80 2.51 -5.84
C -0.54 -0.13 -3.24
N -1.32 0.59 -2.24
C -2.68 1.10 -2.48
C -3.02 1.89 -1.24
N -1.92 1.61 -0.30
C -1.98 2.13 1.06
C -2.84 1.52 2.01
C -3.70 0.23 1.83
C -3.77 -0.54 3.16
C -3.14 -0.76 0.83
C -5.13 0.64 1.46
C -3.02 2.13 3.25
C -2.20 3.16 3.68
C -1.32 3.71 2.78
C -1.31 3.33 1.44
C -0.73 4.44 0.49
C 0.43 5.21 1.14
C -1.88 5.40 0.17
C -0.15 3.90 -0.79
C -0.96 0.82 -0.92
C 0.23 0.34 -0.34
C 0.69 0.90 0.92
C 0.08 0.52 2.14
C 0.53 1.01 3.36
C 1.62 1.89 3.40
C 2.26 2.26 2.21
C 1.81 1.77 0.99
H -0.90 -1.47 -0.53
H -1.60 -3.08 -0.30
H 0.10 -2.86 -0.76
H -1.26 -4.07 -3.91
H -0.10 -4.36 -2.58
H -1.82 -4.61 -2.31
H -2.97 -1.87 -3.58
H -3.38 -3.09 -2.35
H -3.11 -1.44 -1.84
H 1.13 -3.10 -3.43
H 2.37 -1.86 -5.16
H 1.68 0.39 -5.81
H 0.56 2.99 -3.18
H -0.49 4.01 -4.18
H -1.21 2.82 -3.12
H -1.34 1.28 -6.61
H -2.35 1.27 -5.16
H -1.96 2.82 -5.96
H 0.78 1.99 -6.80
H 0.60 3.57 -6.05
H 1.80 2.45 -5.40
H -2.74 1.71 -3.39
H -3.38 0.27 -2.63
H -3.09 2.97 -1.44
H -3.98 1.57 -0.82
H -4.37 -0.03 3.92
H -4.24 -1.53 3.01
H -2.77 -0.71 3.57
H -3.02 -0.32 -0.16
H -2.16 -1.15 1.16
H -3.81 -1.63 0.73
H -5.16 1.34 0.61
H -5.72 -0.25 1.18
H -5.62 1.12 2.31
H -3.79 1.78 3.93
H -2.27 3.53 4.70
H -0.65 4.49 3.14
H 1.19 4.53 1.54
H 0.92 5.84 0.39
H 0.08 5.88 1.93
H -2.71 4.88 -0.33
H -2.26 5.84 1.10
H -1.54 6.21 -0.49
H -0.89 3.28 -1.30
H 0.11 4.73 -1.46
H 0.74 3.28 -0.61
H 0.92 -0.16 -1.03
H -0.76 -0.17 2.08
H 0.03 0.72 4.28
H 1.99 2.26 4.36
H 3.13 2.91 2.25
H 2.32 2.02 0.05

largest force on an atom = 3.1 eV/A
E_HOMO = -9.24 eV
molar mass = 771.17 g mol⁻¹
DFT total energy = -62599.7769 eV
HOMO-LUMO gap = 3.67 eV
charge = +1
energy relative to the best compared isomer or geometry (same formula, charge and spin) = 2.572 eV

No. 7
Density functional theory data (wB97M-V/def2-TZVPD) for CH5N3O5S in the gas phase in a non-equilibrium geometry.

Cartesian coordinates (Å):
N 0.43 1.20 1.78
C -0.06 0.37 0.78
N -1.21 -0.49 1.23
N -1.03 1.05 -0.13
O -0.81 0.73 -1.32
O 0.98 -0.15 0.17
S 0.86 -1.03 -1.26
O 1.87 -2.00 -1.04
O -0.46 -1.59 -1.44
O 1.34 -0.17 -2.48
H 1.23 0.96 2.32
H -0.25 1.79 2.23
H -2.11 -0.02 1.36
H -1.46 -1.24 0.56
H 0.68 0.58 -2.76

largest force on an atom = 3.8 eV/A
E_HOMO = -9.81 eV
SMILES = NC(N)(N=O)OS(=O)(=O)O
molar mass = 171.13 g mol⁻¹
DFT total energy = -26656.8609 eV
HOMO-LUMO gap = 9.29 eV
charge = 0
energy relative to the best compared isomer or geometry (same formula, charge and spin) = 2.230 eV

No. 8
Density functional theory data (wB97M-V/def2-TZVPD) for a molecular structure, C4H7NO2.

Cartesian coordinates (Å):
O -1.68 0.35 -1.40
C -0.28 0.26 -1.35
C 0.16 -0.32 -0.01
C -0.24 0.54 1.16
N -0.44 -1.50 0.26
C 1.71 0.10 0.28
O 2.70 -0.42 0.65
H -2.01 -0.52 -1.14
H 0.11 -0.39 -2.15
H 0.12 1.27 -1.49
H -1.18 1.08 1.08
H 0.02 0.19 2.15
H -0.13 -1.84 1.17
H 1.15 1.21 0.78

largest force on an atom = 1.0 eV/A
E_HOMO (spin up / spin down) = -9.30 / -9.37 eV
molar mass = 101.10 g mol⁻¹
DFT total energy = -9841.2927 eV
HOMO-LUMO gap (spin up / spin down) = 8.23 / 8.29 eV
charge = 0
energy relative to the best compared isomer or geometry (same formula, charge and spin) = 5.987 eV

> Which formula does entry 4 have?

C8H10

> Which of these has the lowest DFT total energy?

C17H42CaCrF9O22S3